# 1
11
Properties=species:S:1:pos:R:3:forces:R:3:nbo_charge:R:1 method="wB97M-V/def2-TZVPD" lumo_ev=1.1316 e_above_lowest_ev=0.688 charge=0 homo_energy_ev=-10.84 spin_multiplicity=1 total_energy_ev=-10080.077 homo_lumo_gap_ev=11.97
Si 1.4271 0.0926 0.0259 1.17 1.59 -1.67 0.88
C -0.2564 -0.3423 -0.5987 -1.52 1.80 -0.83 -0.89
C -1.2658 0.0327 0.4973 -0.66 -2.63 2.15 -0.61
H -0.7041 0.2924 -1.4013 1.31 -0.20 -0.08 0.25
H 1.9268 1.5111 -0.2868 -0.69 -0.49 0.41 -0.17
H -1.0587 -0.5071 1.4890 -0.56 0.30 -1.38 0.20
H -2.3547 0.0138 0.2965 0.54 -0.84 -0.36 0.22
H 2.4500 -0.5814 -0.8121 0.01 -0.54 0.44 -0.17
H -0.1846 -1.3142 -1.0800 -0.66 -0.52 0.70 0.24
H 1.4676 -0.0717 1.4613 0.19 -0.36 0.57 -0.17
H -1.1988 1.0265 0.8190 0.87 1.88 0.05 0.21

# 2
47
Properties=species:S:1:pos:R:3:forces:R:3:nbo_charge:R:1 method="wB97M-V/def2-TZVPD" lumo_ev=-2.7378 charge=+1 homo_energy_ev=-12.89 spin_multiplicity=1 total_energy_ev=-47424.361 homo_lumo_gap_ev=10.15
S 3.6731 -1.0915 0.6181 3.75 -3.84 1.22 2.25
O 3.0684 -2.4326 0.6635 -1.30 2.31 -0.73 -0.94
O 2.9636 3.9642 0.0134 -0.30 0.15 0.05 -0.37
O 3.7030 -0.5167 -0.9257 -0.84 -0.39 1.35 -0.86
O -5.3405 -1.6112 0.0005 0.06 -0.26 0.25 -0.37
O -0.9179 -0.6993 -3.8866 0.14 0.17 0.24 -0.36
O -0.1065 0.8623 -2.6278 -0.25 -0.23 -0.36 -0.40
O 0.9612 4.1865 0.8067 0.25 -0.06 -0.13 -0.39
O 5.0663 -1.2456 1.0377 -1.45 1.58 -0.55 -0.92
O -5.3286 -3.1295 1.5438 0.23 0.14 -0.23 -0.39
N 2.0369 4.6266 0.4444 0.08 0.11 -0.04 0.54
N -0.4649 -1.4584 1.8800 -0.93 -0.14 -0.46 -0.48
N -5.5930 -2.7227 0.4262 -0.22 0.05 -0.19 0.53
N -2.1578 -2.6109 1.2153 0.29 -0.63 0.45 -0.46
N -0.0130 0.0054 -3.4907 -0.04 0.03 -0.06 0.54
C 1.3222 -0.1984 -4.1145 0.30 0.16 0.02 -0.49
C -1.1408 -0.6395 0.9700 -1.99 -0.65 -0.44 0.18
C 2.2291 6.0985 0.5383 0.22 0.22 -0.05 -0.48
C -1.0825 -2.6637 2.0358 0.26 2.00 -0.91 0.23
C 2.9051 0.0857 1.7844 -0.39 1.45 -0.15 -0.63
C -2.2792 -1.3992 0.5253 3.20 1.44 1.32 -0.06
C 1.9667 1.1690 1.1339 -0.04 -0.31 0.24 -0.45
C -6.2819 -3.6710 -0.4916 -0.18 0.02 -0.27 -0.49
C 0.8979 0.6003 0.1126 -0.44 1.45 0.04 -0.43
C -0.6173 0.7718 0.6134 0.56 -0.91 -0.04 -0.45
H 2.0273 0.4953 -3.6649 -0.13 -0.02 0.02 0.23
H 1.4458 1.6957 1.9835 0.49 -0.52 -0.79 0.22
H -0.6964 -3.4542 2.7043 -0.70 0.47 -0.74 0.27
H -5.6343 -4.5361 -0.6166 -0.10 -0.01 0.13 0.24
H 0.3774 -1.1342 2.3476 -0.24 -0.46 -0.05 0.45
H 1.0684 -0.4605 -0.1958 0.02 0.88 0.26 0.21
H 1.4710 6.5682 -0.0844 -0.05 -0.06 0.14 0.24
H 2.4121 -0.5325 2.5838 0.45 0.18 -1.06 0.23
H -3.0218 -1.0712 -0.2227 0.38 -0.79 0.83 0.29
H 2.5830 1.9699 0.6396 -0.56 -1.14 0.48 0.27
H -2.7685 -3.4243 1.1595 -0.10 0.54 -0.13 0.46
H -6.4514 -3.1749 -1.4427 0.06 0.05 0.13 0.24
H 3.9410 -1.3165 -1.4473 -0.08 0.44 0.28 0.52
H 0.9648 1.2458 -0.7998 0.12 -0.87 0.85 0.27
H -7.2254 -3.9492 -0.0271 0.13 -0.08 0.06 0.25
H 2.1104 6.3785 1.5827 -0.13 -0.03 -0.08 0.24
H -1.2326 1.2311 -0.1956 0.37 -0.64 0.62 0.27
H -0.6609 1.4773 1.4870 -0.03 -0.82 -0.67 0.24
H 3.2261 6.3433 0.1838 -0.07 -0.13 0.01 0.24
H 3.7579 0.6044 2.3038 -0.62 -0.71 -0.76 0.29
H 1.6181 -1.2280 -3.9251 -0.12 0.01 -0.13 0.24
H 1.2185 -0.0079 -5.1803 -0.04 -0.14 0.05 0.25

# 3
141
Properties=species:S:1:pos:R:3:forces:R:3:mulliken_charge:R:1 method="wB97M-V/def2-TZVPD" lumo_ev=-5.3929 charge=+3 homo_energy_ev=-11.48 spin_multiplicity=1 total_energy_ev=-109289.568 homo_lumo_gap_ev=6.09
P -2.6473 -5.3214 1.9319 -2.03 -0.45 1.22 1.28
F -2.9682 -6.8819 1.9564 0.37 0.19 0.03 -0.34
F -3.1898 -5.2483 0.4027 0.49 0.26 -0.28 -0.32
F -2.3341 -3.7089 1.8768 0.21 0.19 -0.16 -0.50
F -1.1250 -5.5724 1.4638 0.14 -0.08 -0.19 -0.37
F -4.1500 -4.9618 2.4581 0.17 0.03 -0.49 -0.41
F -2.2226 -5.3506 3.5094 0.78 0.08 -0.41 -0.36
O -1.6091 1.6320 -3.1017 -0.14 0.31 -0.40 -0.55
O -1.6581 0.5120 -1.1464 -0.11 0.54 -0.11 -0.13
O 5.9641 -1.2036 -0.8082 -0.74 0.88 -0.69 -0.74
O 4.8325 -1.5318 1.0715 -0.78 0.01 -0.25 -0.74
O -0.6981 -0.9804 0.5983 -0.31 0.29 0.14 0.38
O -0.8945 1.2988 3.2167 0.16 0.17 0.32 -0.58
O 1.3007 1.0366 -2.8141 -0.18 0.54 -0.50 -0.61
O -0.7667 -1.6070 2.7852 0.20 0.00 -0.08 -0.64
O 0.6642 0.4632 -0.7590 -0.78 0.30 -0.25 -0.13
O -0.7928 1.3309 0.9732 -0.03 0.33 -0.08 -0.59
N -4.3876 3.5959 -1.1335 -0.18 0.22 0.09 0.24
N -0.7946 1.1862 10.6482 0.35 -1.08 -0.42 0.09
N 1.2694 -4.4143 4.4242 0.08 0.36 1.20 0.38
N -3.5619 -2.6897 -1.3764 0.39 0.48 -0.15 0.52
N -3.1471 3.7063 0.6419 -0.39 -0.87 -0.28 0.22
N -0.0456 2.9262 -6.3746 0.29 -0.40 -0.13 0.23
N 7.6589 1.3975 -3.3818 -0.12 0.10 -0.19 0.21
N 2.1310 -3.9685 2.5128 -1.36 -0.06 0.27 0.35
N -1.6469 -3.0135 -2.3227 0.30 0.17 -0.98 0.32
N -0.7470 2.7197 -8.3994 -0.78 -0.93 -0.78 0.08
N -1.5030 0.1494 8.8792 -0.27 -0.35 -0.44 0.22
N 5.8126 2.4615 -3.7680 0.72 0.42 0.37 0.25
C -5.5942 3.6055 -1.9687 -0.22 -1.02 -0.25 -0.53
C -5.5130 2.5498 -3.1066 0.32 1.33 0.53 -0.68
C 4.9069 -1.1282 -0.1196 1.59 -0.96 1.11 0.12
C -0.7686 0.7497 2.1667 -0.55 -0.45 -0.42 0.14
C -0.1415 3.5272 -7.5553 0.83 0.38 -0.11 0.00
C -4.6958 -0.9469 -0.0334 -0.04 0.18 -1.05 -0.73
C -2.2839 -2.9680 -1.1738 -0.12 -0.35 1.18 -0.54
C -0.0440 2.0977 11.4961 0.82 0.31 0.05 -0.76
C -2.5461 -2.7047 -3.3274 0.31 -0.25 0.05 -0.59
C -0.2179 -3.3053 -2.5079 -0.43 -0.42 1.08 -0.87
C 7.7726 1.9987 -4.6239 1.04 0.01 0.58 -0.38
C 8.5967 0.4727 -2.7206 0.20 0.33 1.40 -0.08
C 6.4940 1.7389 -2.8816 -1.17 -0.75 0.32 -0.07
C 6.6579 2.7218 -4.8290 -0.54 -0.07 -0.42 -0.50
C 0.6280 3.3835 -5.1892 0.18 0.75 1.94 -0.41
C 0.4549 0.9157 -1.9722 0.79 -0.33 0.11 0.25
C 3.6389 -0.5014 -0.6803 1.13 0.29 -0.73 0.57
C 0.9774 -4.1353 3.1707 0.52 -0.55 -0.33 0.30
C -2.0732 -0.4774 9.9644 0.48 -0.28 0.36 -0.38
C -4.5124 -2.4315 -0.2914 0.16 -0.60 0.93 -0.18
C -2.3255 3.7929 -0.4533 0.86 0.44 0.35 -0.56
C 4.4214 2.8009 -3.6211 -1.28 -0.11 -0.33 -0.80
C -3.7332 -2.5050 -2.7261 -0.79 0.37 -0.19 -0.56
C -1.0768 1.5593 -7.7431 0.26 -0.11 0.14 -0.52
C 3.1696 -4.0822 3.3987 0.60 -0.03 -0.23 -0.52
C -2.7661 3.6063 2.0448 0.81 -0.07 0.28 -1.11
C -1.8288 -0.1293 7.4701 -0.58 -1.01 -0.60 -0.35
C -0.7338 -0.7836 1.9281 0.12 0.19 -0.15 0.53
C -0.6593 1.7046 -6.4674 0.05 -0.49 0.22 -0.64
C -1.5633 0.1220 11.0609 -0.79 1.00 0.74 -0.37
C -0.7303 1.1222 9.3188 0.31 0.92 0.29 -0.13
C 9.2229 -0.4921 -3.6817 -0.29 -0.71 -1.06 -1.32
C -4.3802 3.5205 0.1852 -0.43 0.50 0.45 -0.16
C 0.0899 -3.5007 6.3891 0.13 -0.12 -0.11 -0.91
C -0.6605 0.0290 6.4926 -0.44 -0.48 0.67 -0.76
C -1.0651 1.1259 -2.1655 0.08 -0.99 0.23 0.58
C -2.2124 3.9336 -10.0308 -0.66 0.78 -0.40 -1.05
C 0.3401 -4.7192 5.5062 -0.71 -0.35 0.55 -0.68
C 2.6390 -4.3070 4.6255 -0.32 -0.26 -0.80 -0.61
C -1.0593 2.9750 -9.8340 0.49 0.58 0.79 -0.49
C -3.0923 3.7994 -1.5586 -0.40 -0.33 -0.21 -0.69
C 2.1723 -3.8442 1.0641 -0.07 -0.88 -0.05 0.07
B -0.6513 0.3248 -0.0948 0.75 -0.72 0.97 0.49
H 10.0259 -1.0902 -3.2603 -0.13 0.08 0.37 0.37
H -0.7226 1.0267 -5.6344 0.10 0.09 0.09 0.68
H -4.6762 -2.2044 -3.1484 -0.05 -0.17 0.01 0.55
H 9.2704 1.0595 -2.0895 0.44 0.20 -0.69 0.30
H -0.1408 3.5224 -4.4264 0.08 0.37 -0.04 0.11
H -5.4690 -0.7486 0.7033 -0.09 -0.13 -0.03 0.54
H 0.7216 -5.5656 6.0780 0.42 0.17 -0.05 0.43
H -2.7274 -1.3302 9.9474 -0.08 0.05 -0.44 0.43
H -2.8387 3.8652 -2.5988 0.04 -0.03 -0.01 0.72
H -0.1305 1.7948 8.7311 -0.11 -0.04 -0.15 0.36
H 1.0321 -2.9956 6.6110 -0.04 0.13 -0.12 0.42
H 6.4028 3.4124 -5.6123 -0.08 -0.17 -0.13 0.47
H -0.2766 1.9278 12.5420 -0.47 0.19 -0.07 0.29
H -1.4136 0.6685 -8.2425 -0.42 0.20 -0.09 0.40
H 8.0290 -0.0340 -1.9309 -0.33 -0.33 -0.47 0.26
H -0.5945 -2.8412 5.8561 0.10 0.17 0.08 0.18
H 4.1876 -4.0838 3.0401 -0.02 0.37 0.16 0.53
H -3.1901 3.4682 -10.1546 0.22 -0.36 -0.22 0.34
H -0.2212 3.1156 11.1600 -0.26 0.06 0.35 0.33
H -1.8943 -3.1335 -0.1795 0.21 -0.12 -0.12 0.50
H -0.0453 0.8622 6.8141 0.27 0.07 -0.58 0.47
H -4.1077 -2.9140 0.6003 0.09 -0.07 -0.15 -0.16
H -1.6930 3.7668 2.1239 -0.05 0.11 -0.11 0.37
H 6.0473 1.3997 -1.9559 0.30 -0.35 0.03 0.30
H 3.0920 -4.4184 5.5918 0.03 -0.16 0.02 0.47
H 0.3511 4.4447 -7.8312 -0.23 0.17 0.12 0.42
H -5.7602 4.6255 -2.3048 0.14 -0.03 -0.23 0.43
H 3.9092 2.6993 -4.5803 0.38 0.30 -0.19 0.45
H -0.0016 -3.5951 -3.5283 -0.09 0.28 -0.13 0.35
H 3.7357 0.5709 -0.4858 -0.45 0.02 0.29 0.13
H -1.2546 3.8047 -0.3443 -0.03 0.22 0.03 0.54
H 9.6242 -0.0963 -4.6188 0.13 0.56 0.34 0.36
H 8.4414 -1.1695 -4.0408 0.09 -0.18 0.27 0.34
H -2.4146 4.6814 -9.2596 0.68 -0.18 0.31 0.34
H 1.3299 2.7202 -4.6782 -0.29 -0.90 -0.84 0.09
H 1.2356 4.2808 -5.2921 -0.58 0.29 -0.65 0.36
H -0.3411 -3.7647 7.3545 -0.16 -0.22 -0.13 0.38
H -1.2554 2.0209 -10.3121 0.14 -0.10 0.10 0.32
H -2.1322 -1.1781 7.4316 0.03 0.00 0.24 0.31
H -0.5999 -5.1020 5.1059 0.12 0.26 -0.36 0.18
H -1.9883 4.5256 -10.9196 -0.27 -0.15 -0.12 0.34
H 2.4972 -4.8077 0.6646 0.59 0.29 -0.07 0.39
H -6.0105 1.6315 -2.8166 -0.16 -0.01 -0.14 0.33
H -6.4557 3.3213 -1.3672 0.18 0.29 0.41 0.28
H -2.9189 2.5997 2.4250 -0.29 0.06 -0.04 0.43
H -3.2680 4.3578 2.6464 -0.20 -0.03 -0.10 0.38
H 2.8039 -3.0066 0.8272 0.38 0.23 -0.45 -0.26
H 4.2336 3.7933 -3.2158 0.28 0.03 0.02 0.29
H -2.7551 0.3888 7.2192 0.31 0.52 -0.02 0.33
H -3.7739 -0.4499 0.2694 0.12 -0.27 0.16 -0.07
H 1.0345 1.9381 11.4330 -0.10 -0.29 -0.30 0.35
H -2.2614 -2.7195 -4.3629 -0.03 0.04 -0.03 0.51
H 3.8819 2.0546 -3.0351 0.44 0.03 0.41 0.14
H -0.1252 3.3822 -10.2174 -0.14 -0.01 -0.34 0.36
H -5.4180 -2.9957 -0.5068 -0.19 0.35 -0.16 0.50
H 2.7984 -0.9518 -0.1859 -0.53 0.21 0.02 -0.51
H -0.1213 -0.9140 6.5174 0.54 0.30 0.27 -0.02
H 1.1580 -3.7797 0.6743 -0.10 0.55 0.31 -0.11
H 3.6229 -0.5913 -1.7694 -0.27 -0.23 0.01 0.18
H -4.4682 2.3258 -3.3164 -0.04 -0.03 -0.29 0.04
H -1.8510 0.0485 12.0962 0.19 -0.36 0.02 0.40
H -4.9556 -0.4942 -0.9986 -0.28 0.27 0.26 0.17
H -0.0226 -4.1696 -1.8722 0.28 0.05 -0.08 0.36
H 8.7055 1.9194 -5.1522 -0.15 0.09 -0.26 0.41
H -0.9833 0.0870 5.4550 -0.18 0.56 0.10 0.21
H -5.2600 3.4156 0.7982 0.01 -0.04 0.01 0.45
H 0.3552 -2.4568 -2.1399 0.21 -0.02 -0.31 0.32
H -5.9831 3.0561 -3.9458 -0.04 -0.65 -0.36 0.33
H -0.0025 -4.1584 2.7260 -0.07 0.07 0.04 0.00

F_max for every record listed, in sequence, given in hartree/bohr: 0.067 0.107 0.047.